C23H36CoN6O7P2 | ωB97M-V with the def2-TZVPD basis set

The geometry in XYZ format:
```
75
C23H36CoN6O7P2 | the Open Molecules 2025 dataset | ωB97M-V with the def2-TZVPD basis set
C -3.4910 2.9562 2.9761
O 2.1437 -3.0433 1.4623
H -4.3847 3.3900 3.4328
H 3.0170 3.3810 1.6012
H -3.5078 4.2523 -1.2930
H -2.2537 3.4464 -2.2557
H -2.6152 3.2587 3.5669
H 2.3674 4.2994 0.2284
H -2.1660 5.1283 1.8429
C 1.1770 -2.4313 1.0465
C 4.0977 -3.1039 -3.1754
C -0.2429 -4.6691 -0.5907
H 0.4257 -3.2388 -4.3825
C -1.4296 -5.3603 -0.4597
C -2.6025 -4.6522 -0.2182
H -3.1524 0.1287 -0.8374
H -2.1128 0.8986 -2.0644
N 2.2202 2.1809 0.0895
C 2.9083 3.3864 0.5158
O 0.2387 0.6080 0.3397
C 2.3909 0.4767 2.7458
P -2.4001 2.4252 0.5798
H 0.4076 3.1527 3.3300
H -3.5704 1.8739 2.9956
H 2.0065 -0.4848 2.4116
C 4.2665 -2.3619 -2.0204
H 0.6320 1.8109 4.4656
C 1.1014 2.3819 3.6562
C 3.2143 -2.0901 -1.1585
H 2.6336 -3.9492 -4.4793
H -3.3268 5.2188 0.5089
C 2.8136 -3.4699 -3.5227
O -4.8298 -2.7556 0.1941
H 2.5867 -0.5005 0.1400
H -1.4326 -6.4423 -0.5040
C -3.2521 3.3314 -1.8113
C 1.7216 -3.2254 -2.6946
H -0.4285 -2.9152 -2.8816
N -3.4087 3.4100 1.5876
C -3.6747 -2.4115 0.4092
H 3.6987 -1.6443 0.8924
P 0.8146 1.8362 1.0033
H -3.9721 3.1829 -2.6191
H 0.0894 -4.5543 -3.2631
C 3.4654 -1.1233 -0.0341
H 4.3043 -0.4740 -0.2881
H 2.0020 2.8649 4.0597
H 2.6035 0.4000 3.8123
C 1.9403 -2.6568 -1.4122
H -3.8713 0.7874 -2.3123
N -3.3309 2.2087 -0.8870
C -2.5248 -3.2822 -0.0864
N 1.4123 1.5314 2.5284
N -1.3805 -2.6087 -0.2370
H 3.9022 3.4120 0.0592
Co -1.2817 -0.7410 0.8333
H 1.4472 3.0621 -1.6924
O -3.2530 -1.3880 1.0441
H 2.9604 2.1451 -1.8678
O -0.0482 3.0703 1.1097
C 0.3703 -3.5015 -3.3248
C -3.1777 4.8484 1.5210
N 0.9152 -2.5058 -0.4619
H -3.5574 -5.1397 -0.0837
H -3.8977 5.3496 2.1708
H 4.9340 -3.3242 -3.8266
O -2.2923 1.0875 1.2423
H 3.3297 0.6834 2.2195
H 0.7070 -5.1642 -0.7392
O 0.2855 -1.8051 1.6734
C -0.2607 -3.2757 -0.4994
C -3.0909 0.9377 -1.5626
H 1.4261 1.2846 -1.6188
H 5.2466 -1.9652 -1.7802
C 1.9967 2.1708 -1.3500
```

Calculated values
**Frontier orbital gap (spin up / spin down)**: 7.46 / 7.41 eV
**ΔE to the lowest compared entry with this formula, charge and spin**: 0.0 kcal per mole
**Multiplicity**: 5
**Charge**: -1

C23H36N2O6 | ωB97M-V with the def2-TZVPD basis set

The geometry in XYZ format:
```
67
C23H36N2O6 | the Open Molecules 2025 dataset | ωB97M-V with the def2-TZVPD basis set
H 1.2170 -4.8426 0.0791
H 5.7099 -7.1093 5.3316
H -2.9616 6.6548 0.4902
H -2.1285 8.2266 -1.2898
C -0.2173 3.1841 -3.3684
H -4.7054 1.1604 -2.2659
O -3.8298 0.1215 -1.1168
C 0.5873 -0.7479 0.1534
H 6.8083 -5.8739 4.7177
O 1.9381 3.8590 -3.6365
C -2.2402 1.3310 -3.5715
H 1.8922 -2.4555 1.8498
O 0.5362 5.2505 -2.7926
H 5.0014 -4.1637 4.9276
C -1.8882 -0.1400 0.2766
H 3.4065 -3.7059 3.0243
H 6.2110 -5.7778 6.3752
C -2.3610 7.1908 -1.5182
C -3.1526 4.3331 -0.3786
H 0.6941 -4.6167 1.7471
H 1.0451 1.7400 -4.3131
H 0.2135 -2.6939 -0.6821
C -2.4990 2.5577 -2.9711
H -3.0370 0.6089 -3.6609
C -3.8594 2.8894 -2.3859
O -2.1954 4.4103 0.3512
N -2.8701 1.9765 -0.2576
H -1.7162 0.2655 1.2748
H -4.1792 3.8721 -2.7552
C 4.3558 -5.5828 3.4461
H 5.2054 -5.4069 2.7818
O -4.8662 2.0044 -2.7442
O -3.8359 5.3548 -0.8585
C 2.7738 -5.1242 1.5269
H -2.1261 2.3609 0.3151
H 1.4887 -0.5463 -0.4301
H -0.3412 0.9762 -0.7265
H -1.4395 6.6152 -1.4673
C -0.5935 -0.0719 -0.5433
H -4.2891 7.2887 -0.5323
C 0.4241 -2.2592 0.2978
C -3.7260 2.9919 -0.8301
H 0.7286 -0.3020 1.1405
C -1.4801 3.4934 -2.8862
C 1.5065 -4.4183 1.0439
H -1.6471 4.4669 -2.4537
C 5.9443 -6.0472 5.3558
C 1.6768 -2.9094 0.8813
H 4.1127 -6.6470 3.3951
N 0.8290 4.1688 -3.2591
C -2.9705 0.6458 -0.4272
H 3.9031 -5.3993 5.5403
H -0.7630 -0.5436 -1.5134
H 2.3074 -4.9511 3.6194
H -0.7923 0.0743 -4.5185
C -0.9753 1.0320 -4.0564
H 2.6144 -6.2038 1.4676
H 2.5270 -2.7118 0.2242
H -2.7596 7.1361 -2.5286
C 0.0511 1.9505 -3.9505
H -4.7478 2.9081 -0.4313
H 3.6014 -4.8773 0.8577
C 3.1598 -4.7671 2.9608
H -2.2217 -1.1734 0.3606
C 4.7534 -5.2265 4.8765
H -0.4228 -2.4808 0.9494
C -3.3853 6.6768 -0.5181
```

Calculated values
**Frontier orbital gap**: 9.34 eV
**ΔE to the lowest compared entry with this formula, charge and spin**: 2.0 kcal per mole
**Multiplicity**: 1

C23H36N4O4PtS | ωB97M-V with the def2-TZVPD basis set

The geometry in XYZ format:
```
69
C23H36N4O4PtS | the Open Molecules 2025 dataset | ωB97M-V with the def2-TZVPD basis set
C -3.0499 3.1853 -0.4428
H 4.2525 1.4407 -4.1881
C -0.6533 -0.9291 -3.0010
H -0.9438 2.1340 1.7918
C 3.7268 1.1508 -3.2525
H -0.9117 -2.0031 -3.1254
N -0.8292 2.2119 -0.4197
H -4.4921 -3.1073 2.7135
H 4.0014 1.8788 -2.4587
O -3.7179 -5.4758 3.6451
N -1.7179 0.0222 0.7510
H 0.7219 2.2129 2.1386
C -2.0263 -1.1980 1.3680
H -0.3619 -0.4068 2.5532
H 0.0387 -1.7739 1.2374
H -0.1057 -0.7212 -5.0976
H 3.7345 -0.5661 -1.8987
H 3.5443 -1.0235 1.7032
H 1.9767 2.2361 -3.8819
C 1.1840 0.3668 3.8551
H 1.2711 1.2135 4.5486
C 2.2163 1.2176 -3.5042
H -1.8381 -0.3851 -4.7310
Pt 0.1541 0.5437 0.1565
O 0.1886 -1.0065 -0.3279
C 4.2038 -0.2443 -2.8514
H -3.2129 5.1523 -1.3117
C 2.5268 0.2169 3.1294
H 0.6871 3.3486 -1.2282
O -1.5168 -5.8019 3.3815
H -4.4571 -4.8663 3.5020
C 0.7680 -0.8426 -2.4307
C -0.9554 -2.0741 1.5645
C -3.4818 -2.8639 2.4083
H 3.9594 -0.9777 -3.6488
H -3.6646 0.8534 0.7407
S 1.2558 0.8681 -1.9597
O 0.3233 2.0611 -2.2272
N 2.0811 0.0612 0.7006
C 2.5228 -0.6714 1.8870
H 0.8142 -1.4435 -1.4983
H 1.0311 -0.5199 4.4841
C -0.0708 0.5489 3.0021
H 2.7085 0.8237 0.5442
H 2.3704 -0.6182 -0.2491
C -2.5933 0.9326 0.5009
C -1.1916 4.4061 -1.3547
C -2.4944 -5.0843 3.2362
H -0.8938 0.8480 3.6613
C -2.4012 -3.7339 2.5999
H -1.3713 -0.4803 -2.2813
C -2.1508 2.1709 -0.1497
N 0.0812 1.5312 1.9523
H -4.1597 -0.9737 1.6729
H -0.7728 5.2837 -1.8358
H 2.9152 1.2121 2.8754
H 3.2445 -0.1981 3.8492
H 1.8965 -1.5565 2.0374
H -0.5887 0.8308 -4.3023
C -0.7981 -0.2555 -4.3647
C -1.1334 -3.3228 2.1698
H 1.4993 -1.3191 -3.1158
H 1.9427 0.5317 -4.3321
C -2.5509 4.3280 -1.0605
H -0.2675 -3.9705 2.3011
C -3.2911 -1.6106 1.7984
C -0.3788 3.3332 -1.0184
H -4.1028 3.0991 -0.2031
H 5.3047 -0.2307 -2.7084
```

Calculated values
**Frontier orbital gap**: 6.95 eV
**ΔE to the lowest compared entry with this formula, charge and spin**: 321.2 kcal per mole
**Multiplicity**: 1
**Charge**: +2

C23H37BF3NO5S | ωB97M-V with the def2-TZVPD basis set

The geometry in XYZ format:
```
71
C23H37BF3NO5S | the Open Molecules 2025 dataset | ωB97M-V with the def2-TZVPD basis set
H -2.1936 3.2699 4.0662
B 2.6018 0.0695 -3.4447
N 4.3562 -2.0068 -0.4226
H -2.9757 -0.6559 5.2623
O 3.0723 -0.6052 -4.5528
C -1.2312 0.7973 -2.9483
H 6.1580 -4.7810 0.5334
H -3.7448 2.9280 6.2670
H -5.1791 -0.5469 1.8604
H 6.4523 -2.7033 1.0043
H 5.3193 -6.3247 0.6511
F -0.8843 2.5698 -7.7599
H -0.2328 2.6753 -4.5704
C -2.9904 1.4178 4.8836
H 0.7528 0.3523 -6.2346
C -4.0772 2.0055 5.7780
H -1.3147 2.6548 5.4508
H 6.0279 -1.1129 1.6050
H -4.9389 2.1769 5.1248
C -3.5730 2.4821 1.7978
C -4.5715 0.2412 2.3257
F 0.8072 3.3789 -6.7422
H -3.6476 3.3447 1.1204
H -4.3720 1.2317 6.5058
H 2.6673 -1.4882 -4.5085
O 4.0878 -4.7093 0.5418
O 3.4630 0.7629 -2.6393
C 0.1604 0.8759 -3.5514
C 4.3053 -2.2762 1.0179
H -1.1478 1.8686 3.8298
S -0.0866 -0.3952 0.8443
H -2.8167 -0.3802 0.4715
C -1.2513 0.6784 -1.4339
C -3.3778 -0.4235 3.0637
O 1.0320 -1.8723 -1.7027
C 0.2691 2.2348 -7.1903
H 3.4045 -1.9780 -0.7803
H 3.6993 -1.4957 1.4880
C 3.6227 -3.6197 1.3195
F 1.0891 1.8010 -8.1440
O -2.2127 0.8000 -3.6000
H 4.2492 0.2306 -2.4342
C 0.6338 -0.7680 -1.8579
H 2.5624 -3.5191 1.0722
C -2.2680 1.4614 -0.6050
H 5.7531 -2.5284 2.6193
H -5.1728 0.7700 3.0734
C -1.8355 2.3375 4.5409
H -2.4334 -0.4049 2.4966
C 5.7146 -2.1578 1.5924
H 1.4551 2.2428 -4.6782
H 3.6736 -3.8631 2.3890
C 0.4476 1.8182 -4.6884
H -3.6329 -1.4830 3.1813
C 5.3020 -5.2872 0.9853
H -2.8335 2.0897 -1.3040
H 4.7583 -2.8272 -0.8711
H -5.1132 1.5163 0.6718
C 1.0723 0.1100 -3.0057
C -0.3312 -0.0964 -0.8945
H -0.0466 0.8438 1.4013
C -4.1796 1.2097 1.1653
H -4.0667 2.7504 2.7337
C -3.2869 0.5306 0.0932
C -3.1160 0.1070 4.4856
H -1.6761 2.0873 0.0685
H -2.5024 2.3108 1.9544
H 5.3872 -5.2695 2.0756
C 0.0893 1.2054 -6.0757
H -0.9687 0.9381 -6.0197
H -3.9644 0.1790 -0.6986
```

Calculated values
**Frontier orbital gap**: 6.41 eV
**Multiplicity**: 1

C23H37ClInN2O3Si | ωB97M-V with the def2-TZVPD basis set

The geometry in XYZ format:
```
68
C23H37ClInN2O3Si | the Open Molecules 2025 dataset | ωB97M-V with the def2-TZVPD basis set
C 1.3850 -0.0956 -3.2945
N 0.6509 1.3791 1.6674
H -2.1381 1.1581 3.6195
H 2.6762 0.9228 -1.1774
C 1.8715 1.5934 -1.5353
H 0.0940 -0.6474 3.5631
H -0.7822 -3.6319 -2.9712
C 0.3798 0.3512 3.9036
H -0.7183 2.9366 -5.0020
O -0.1813 -1.8465 -3.8730
H -2.0243 -2.8214 -4.0013
C -1.2828 -3.4517 3.1790
C -1.6414 -1.8442 -2.0293
H 0.4292 1.6376 -5.3754
H -0.0653 5.6946 -1.3376
H -2.1402 -3.6029 2.5058
C 0.0739 2.8066 3.4487
H -1.1051 1.2695 -4.5579
H 1.9511 -3.8521 3.7314
H -0.2071 -4.8537 0.4036
H 1.4528 -0.0571 -4.3845
H 0.9895 -5.3579 1.6042
C 0.2442 -1.0027 -2.9489
H 2.5513 3.9694 0.7041
C 2.2446 2.9375 0.5101
C 0.7645 3.7268 -1.3878
H -2.8609 -3.3387 -1.1322
H -3.1818 -0.3763 -1.6071
C -2.0065 -2.7108 -0.8411
H -3.6235 -1.6373 -2.7919
H 0.5956 2.8336 4.4154
H 1.4757 0.4118 3.9769
H -2.3006 -2.1142 0.0292
C -0.1488 1.3897 2.9268
H -0.8404 3.4147 3.5065
C -2.8171 -0.9735 -2.4491
C 1.2597 2.5352 1.5586
C -1.2336 -2.6662 -3.2528
C -1.6247 1.1718 2.6508
H 3.1140 2.2771 0.6344
O 0.9421 3.4468 2.4632
Cl 2.8885 -1.3369 -0.1572
H -1.1924 -4.3327 3.8315
H -0.1015 4.8723 0.2317
O -0.1816 -1.7051 1.3874
C 0.1646 3.4403 -2.6140
H -1.5139 -2.5837 3.8143
C 0.6561 -4.5101 0.9868
H 1.4248 5.5294 -0.3911
H -2.5435 -0.3136 -3.2869
H 2.6542 -2.5798 2.6768
Si 0.2550 -3.0829 2.1451
H -1.7975 0.2217 2.1370
H -2.0196 2.0077 2.0595
C 1.7633 -2.8771 3.2518
C 1.6098 2.7669 -0.8293
H -0.0681 0.5224 4.8943
H 1.6041 -2.1319 4.0401
C 1.1889 1.2739 -2.7074
C 0.4954 5.0234 -0.6791
C 0.3713 2.2378 -3.2977
C -0.2865 2.0005 -4.6284
In 0.7332 -0.3795 0.1085
H -0.4910 4.1901 -3.0579
H 1.4695 -4.2668 0.2819
H 2.2881 -0.5759 -2.8937
H -1.1778 -3.3660 -0.5554
N -0.4150 -1.0263 -1.8003
```

Calculated values
**Frontier orbital gap (spin up / spin down)**: 3.13 / 3.10 eV
**ΔE to the lowest compared entry with this formula, charge and spin**: 0.0 kcal per mole
**Multiplicity**: 1
**Charge**: -1

C23H37N3O | ωB97M-V with the def2-TZVPD basis set

The geometry in XYZ format:
```
64
C23H37N3O | the Open Molecules 2025 dataset | ωB97M-V with the def2-TZVPD basis set
H 0.1098 2.3480 -4.4486
H -0.1617 3.7065 -0.6438
H -0.0748 -4.7802 6.1871
H -3.1404 1.1114 -1.9524
C -0.7436 1.8497 -3.9686
C 2.4562 -1.3154 3.4515
H 1.1637 -2.8319 5.3765
H 3.2917 1.8856 0.8696
H -3.9082 4.5397 -3.2726
H -3.4742 4.1853 -4.9454
C -1.1635 3.7350 -2.5610
C 1.1088 0.6006 1.6315
C 0.3535 0.5446 0.2975
H 4.1522 -0.4407 2.4964
N 1.1000 1.3718 -0.6286
C 3.1764 0.8478 0.5077
H -4.9367 3.4850 -4.2386
C -0.6139 2.9913 -1.3323
H -0.5778 -6.6589 4.6698
H -1.4281 2.4884 -0.8135
C -0.2129 1.0202 -2.7897
C 3.1100 -0.1810 2.7144
H -1.9831 -1.1143 0.1309
H 0.0758 -1.0422 -1.1811
H -0.3445 4.3182 -3.0031
H -0.4303 -3.3664 0.7626
C 1.3943 -3.5814 3.3773
C 0.1654 -0.9365 -0.1011
C -0.0267 -5.8035 4.3086
H -1.2067 1.1942 -4.7097
H -3.2240 1.7725 -4.3605
H -4.7185 1.7269 -2.4306
N 2.4324 0.0374 1.4478
H 1.2254 2.5237 -2.3019
C -1.0733 -1.5459 0.5573
H 0.1866 -6.5745 2.3222
H 2.3542 -2.5171 1.7771
H 1.4482 -4.6340 1.5088
H -1.0676 -1.3352 1.6365
C -3.6761 1.9989 -2.2793
H 0.5181 0.2978 -3.1589
H 2.2639 -1.1624 4.5032
C 0.9559 -3.6475 4.7010
C 2.1071 -2.4393 2.8286
H 2.4578 -0.1392 -1.2700
C 0.4382 1.9689 -1.7722
C 2.4402 0.8723 -0.8343
N -1.6858 2.8774 -3.5989
C -3.9067 3.7696 -4.0397
C 0.4020 -5.7554 2.9928
H 3.1173 0.7274 3.3424
H 4.1702 0.4132 0.3716
C 1.1049 -4.6580 2.5348
H 0.5830 0.0148 2.3873
H -3.6328 2.7498 -1.4941
C -3.0985 2.5457 -3.5930
H 1.0486 -1.4901 0.2206
H -1.9402 4.4354 -2.2531
H -0.6305 1.0011 0.4355
O -1.1792 -2.9325 0.3366
H -1.0374 0.4796 -2.3250
C 0.2562 -4.7466 5.1590
H 2.9677 1.5445 -1.5153
H 1.1621 1.6498 1.9721
```

Calculated values
**Frontier orbital gap**: 8.53 eV
**ΔE to the lowest compared entry with this formula, charge and spin**: 22.3 kcal per mole
**Multiplicity**: 1

C23H37N3O2PPdS2 | ωB97M-V with the def2-TZVPD basis set

The geometry in XYZ format:
```
69
C23H37N3O2PPdS2 | the Open Molecules 2025 dataset | ωB97M-V with the def2-TZVPD basis set
H 1.5868 1.8009 1.8582
H 0.5931 -3.2811 1.2462
H -1.0068 -3.7685 1.8829
C -2.8607 1.8380 4.9690
H -3.9644 0.1853 4.1487
C -1.0626 -2.2638 0.3155
C -0.3877 -1.8158 2.5280
H -2.9243 0.3580 1.9212
C -0.7517 3.3844 -3.8969
H -3.0113 4.4579 -3.3679
N -3.0473 0.7427 -2.8463
H -0.6059 3.7171 3.2786
P -1.0507 2.1927 0.7699
C -2.3448 3.1097 -0.1147
C 0.3810 3.2892 0.8588
H 5.2265 -1.9033 1.5828
C 2.6419 4.9065 1.0414
C -3.2320 0.9593 3.9573
H 3.5569 3.2409 2.0442
S -0.4572 1.0103 -2.1626
C -1.9570 1.5040 -2.8912
O -2.2474 -1.9243 0.4082
C -0.4106 -2.9435 1.4963
H -4.9920 1.0733 -3.6535
N -1.9820 2.6608 -3.5781
H -4.1038 -0.8207 -1.9709
C 3.1662 0.2853 -0.6387
H -3.2333 2.4783 -0.1496
H -2.8890 -0.1084 -0.9132
C 1.4935 5.3830 0.4251
H -0.3728 3.9309 -3.0299
O -0.2396 -1.8074 -0.5795
N 0.1335 -0.5508 1.9177
S 3.2777 -1.1105 0.4992
H -1.6224 3.5044 5.5141
C -1.3425 2.9448 3.4657
C -3.1003 -0.4048 -1.9351
C -1.9157 2.8248 4.7243
C -1.7136 2.0665 2.4508
Pd -0.5944 0.1779 -0.0020
C 5.0385 -1.0943 0.8794
H 3.4649 0.0051 -1.6464
H -0.9777 4.0879 -4.6959
H 5.3347 -0.1495 1.3335
H -3.6471 1.2766 -4.7985
C 0.3652 4.5791 0.3367
H -0.5245 4.9740 -0.1375
C -3.2090 3.4472 -3.7284
H -3.5311 3.5126 -4.7682
H -2.3703 -1.1654 -2.2145
H 2.1273 0.6090 -0.6361
H -4.1145 -0.3353 -4.2664
H -3.3061 1.7482 5.9511
H 0.0198 2.7026 -4.2405
H -2.0208 3.3318 -1.1317
H 3.7782 1.1146 -0.2837
H 0.2246 -2.0692 3.3933
C 1.5425 2.8122 1.4649
H -1.4066 -1.6257 2.8589
H -4.0088 3.0230 -3.1300
H 1.1277 -0.6859 1.7086
H 5.6220 -1.2722 -0.0222
H 0.0846 0.1795 2.6233
C 2.6637 3.6189 1.5638
H 1.4717 6.3849 0.0166
C -2.6560 1.0657 2.7012
H 3.5199 5.5352 1.1141
H -2.5921 4.0304 0.4126
C -4.0115 0.7029 -3.9535
```

Calculated values
**Frontier orbital gap**: 7.65 eV
**ΔE to the lowest compared entry with this formula, charge and spin**: 10.4 kcal per mole
**Multiplicity**: 1
**Charge**: +1

DFT total energy: -3818.997777, -1458.933745, -1934.546433, -2052.136593, -2173.783120, -1138.069220, -2478.819602 (a.u.)
Maximum force: 1.09, 1.31, 9.76, 2.69, 3.07, 0.54, 0.50 (eV Å⁻¹)